# C5H7Br

An isolated molecule of C5H7Br in a non-equilibrium geometry (ωB97M-V/def2-TZVPD, the Open Molecules 2025 dataset).

Output
E	-2768.64698	Eh
molar mass	147.02	g mol⁻¹
structure (SMILES)	CCC#CCBr
strongest force on any atom	4.5	eV/Å
ΔE to the lowest compared entry with this formula, charge and spin	25.3	kcal per mole

ORCA input file:
```
! wB97M-V def2-TZVPD RIJCOSX def2/J DEFGRID3
* xyz 0 1
C 0.90 -2.11 0.62
C 0.03 -1.38 -0.48
C -0.07 0.07 -0.36
C -0.34 1.25 -0.30
C -0.74 2.64 0.00
Br -1.15 3.70 -1.57
H 1.92 -1.61 0.61
H 0.89 -3.11 0.43
H 0.46 -1.95 1.57
H -0.97 -1.72 -0.33
H 0.43 -1.69 -1.39
H -1.47 2.81 0.81
H 0.10 3.09 0.39
*
```

***

# C3H3Br2Cl

C3H3Br2Cl as an isolated structure in a non-equilibrium geometry (ωB97M-V/def2-TZVPD, the Open Molecules 2025 dataset).

Output
E	-5724.21250	Eh
molar mass	234.32	g mol⁻¹
strongest force on any atom	2.8	eV/Å
ΔE to the lowest compared entry with this formula, charge and spin	52.3	kcal per mole

ORCA input file:
```
! wB97M-V def2-TZVPD RIJCOSX def2/J DEFGRID3
* xyz 0 1
C 1.54 0.23 -0.32
C 0.36 -0.32 0.13
C -0.98 -0.07 -0.32
Cl -1.40 0.38 2.32
Br -1.47 1.61 -0.92
Br -2.23 -1.42 -0.54
H 2.42 -0.32 0.01
H 1.54 1.06 -1.13
H 0.23 -1.15 0.76
*
```

***

# C38H43AsIrNO2P2S

C38H43AsIrNO2P2S as an isolated structure (ωB97M-V/def2-TZVPD, the Open Molecules 2025 dataset).

Output
E	-5099.22262	Eh
molar mass	906.92	g mol⁻¹
⟨S²⟩	0.75
strongest force on any atom	0.3	eV/Å
ΔE to the lowest compared entry with this formula, charge and spin	0.9	kcal per mole

ORCA input file:
```
! wB97M-V def2-TZVPD RIJCOSX def2/J DEFGRID3
* xyz 3 2
Ir -0.05 -0.15 -0.25
C -4.15 5.89 5.42
S -2.98 5.29 4.24
C -3.85 3.96 3.42
C -3.04 3.30 2.30
C -1.90 2.41 2.81
N -1.28 1.62 1.73
P -0.78 0.02 1.83
C 0.32 -0.11 3.22
C 1.19 0.97 3.46
C 2.12 0.88 4.48
C 2.19 -0.27 5.26
C 1.31 -1.32 5.04
C 0.38 -1.25 4.02
C -2.14 -1.12 2.02
C -1.86 -2.49 1.98
C -2.88 -3.41 2.10
C -4.20 -2.97 2.23
C -4.49 -1.62 2.24
C -3.46 -0.69 2.13
P -0.76 1.98 0.14
C 0.42 3.31 0.06
C 1.10 3.45 -1.16
C 1.96 4.52 -1.35
C 2.15 5.45 -0.33
C 1.47 5.32 0.87
C 0.59 4.26 1.06
C -2.20 2.51 -0.79
C -2.25 3.76 -1.40
C -3.39 4.14 -2.09
C -4.47 3.28 -2.17
C -4.42 2.03 -1.56
C -3.29 1.64 -0.87
H -3.69 6.71 5.96
H -4.42 5.08 6.10
H -5.05 6.23 4.89
H -4.78 4.39 3.04
H -4.13 3.25 4.21
H -2.67 4.06 1.61
H -3.74 2.70 1.72
H -2.29 1.70 3.54
H -1.15 3.00 3.33
H 1.12 1.87 2.86
H 2.79 1.71 4.68
H 2.92 -0.34 6.06
H 1.36 -2.21 5.66
H -0.31 -2.07 3.86
H -0.84 -2.84 1.86
H -2.66 -4.47 2.07
H -5.00 -3.70 2.31
H -5.51 -1.29 2.32
H -3.70 0.37 2.11
H 0.96 2.73 -1.95
H 2.48 4.63 -2.29
H 2.82 6.28 -0.48
H 1.62 6.05 1.65
H 0.05 4.18 2.00
H -1.41 4.44 -1.34
H -3.43 5.11 -2.57
H -5.36 3.57 -2.72
H -5.27 1.35 -1.64
H -3.25 0.66 -0.42
C 3.29 1.61 0.82
As 2.32 0.07 0.21
C 3.07 -0.26 -1.54
C 2.92 -1.45 1.29
C 4.41 -1.58 1.28
C 5.18 -0.92 2.23
C 6.56 -1.03 2.23
C 7.19 -1.80 1.26
C 6.43 -2.47 0.31
C 5.05 -2.36 0.31
H 4.33 1.29 0.92
H 2.93 1.98 1.77
H 3.22 2.40 0.07
H 4.15 -0.38 -1.43
H 2.87 0.59 -2.20
H 2.64 -1.16 -1.97
H 2.42 -2.32 0.87
H 2.54 -1.29 2.30
H 4.69 -0.33 3.00
H 7.15 -0.53 2.98
H 8.27 -1.90 1.26
H 6.92 -3.09 -0.43
H 4.46 -2.90 -0.42
O 0.15 -2.16 -0.89
C -1.06 -2.17 -1.31
O -1.76 -1.13 -1.12
H -1.47 -3.05 -1.81
*
```

***

# C29H48CoNOP3S

C29H48CoNOP3S as an isolated structure in a non-equilibrium geometry (ωB97M-V/def2-TZVPD, the Open Molecules 2025 dataset).

Output
E	-4067.71687	Eh
molar mass	610.63	g mol⁻¹
⟨S²⟩	6.09
strongest force on any atom	4.4	eV/Å
ΔE to the lowest compared entry with this formula, charge and spin	42.2	kcal per mole

ORCA input file:
```
! wB97M-V def2-TZVPD RIJCOSX def2/J DEFGRID3
* xyz 3 5
Co 0.14 -0.83 -0.59
P 0.47 -2.58 -1.68
P 2.11 0.00 -0.17
P -1.76 -0.09 -1.06
H 1.40 4.12 -1.22
C 0.39 4.33 -0.87
C 0.06 4.39 0.43
H 0.79 4.22 1.23
C 1.49 -2.30 -3.17
C 1.44 -3.82 -0.76
C -0.92 -3.54 -2.38
C 2.06 1.65 0.60
C 3.11 -0.94 1.06
C 3.36 0.24 -1.48
C -1.96 1.62 -0.47
C -3.20 -0.98 -0.32
C -2.31 0.03 -2.80
H -0.35 4.57 -1.64
H -0.96 4.63 0.74
H 0.87 -1.84 -3.96
H 1.87 -3.26 -3.53
H 2.33 -1.63 -2.98
H 1.60 -4.70 -1.39
H 0.87 -4.12 0.14
H 2.41 -3.42 -0.44
H -0.50 -4.50 -2.71
H -1.36 -3.00 -3.23
H -1.68 -3.70 -1.61
H 3.08 2.00 0.82
H 1.49 1.62 1.54
H 1.57 2.36 -0.07
H 4.05 -0.40 1.25
H 3.35 -1.94 0.68
H 2.56 -1.03 2.00
H 4.23 0.76 -1.06
H 2.90 0.87 -2.26
H 3.70 -0.72 -1.90
H -2.96 1.99 -0.72
H -1.20 2.26 -0.94
H -1.82 1.68 0.62
H -4.11 -0.71 -0.87
H -3.31 -0.71 0.74
H -3.04 -2.06 -0.39
H -3.37 0.29 -2.81
H -2.16 -0.93 -3.31
H -1.74 0.81 -3.32
C 0.69 2.00 -3.66
C 1.24 1.07 -4.63
C 0.69 0.93 -5.88
C -0.41 1.71 -6.27
C -0.95 2.65 -5.37
C -0.44 2.79 -4.11
O 1.11 2.05 -2.47
H -0.55 -2.16 -0.34
H 2.10 0.48 -4.31
H 1.11 0.19 -6.56
H -0.83 1.61 -7.27
H -1.80 3.27 -5.64
H -0.85 3.49 -3.38
N -0.04 -1.21 1.40
S -1.22 -0.77 2.45
C -1.02 -1.89 3.85
C -2.21 -2.37 4.44
C -2.14 -3.21 5.55
C -0.89 -3.58 6.07
C 0.29 -3.10 5.48
C 0.22 -2.26 4.37
C -0.77 0.81 3.18
C 0.50 1.06 3.71
C 0.79 2.33 4.21
C -0.19 3.32 4.25
C -1.48 3.04 3.78
C -1.78 1.79 3.25
H 0.42 -2.06 1.74
H -3.17 -2.07 4.02
H -3.06 -3.59 6.01
H -0.83 -4.23 6.95
H 1.26 -3.39 5.89
H 1.14 -1.88 3.92
H 1.25 0.27 3.70
H 1.80 2.54 4.58
H 0.04 4.30 4.66
H -2.26 3.81 3.82
H -2.77 1.55 2.88
*
```